Entry P
{"formula": "C5H12N2O2", "method": "ωB97M-V with the def2-TZVPD basis set", "symbols": ["C", "H", "H", "H", "O", "O", "H", "C", "H", "C", "C", "C", "N", "H", "H", "H", "H", "H", "N", "H", "H"], "xyz": [[-1.85610, 0.16718, 0.20426], [1.21106, 2.10862, -2.46062], [1.35371, 0.65615, 0.31479], [-3.32101, 0.39236, 1.73223], [2.72238, -0.56918, 1.52296], [3.04640, 1.69463, -0.68846], [2.84136, 0.15016, 2.15747], [1.49551, -0.49837, 0.97058], [-3.07307, -1.26348, 1.20606], [-3.14246, -0.23177, 0.85402], [1.91152, 1.29408, -0.73727], [1.29508, -1.68738, 0.07077], [0.99200, 1.49660, -1.68486], [0.53961, -1.47783, -0.68468], [2.21829, -2.02628, -0.40955], [0.92788, -2.50545, 0.69744], [-0.96091, 0.09431, 0.82633], [0.03057, 1.16734, -1.55817], [-1.68476, 0.55266, -0.98948], [-3.98999, -0.14116, 0.17320], [-2.55706, 0.62680, -1.51702]], "mulliken_charge": [0.31, 0.23, 0.15, 0.28, -0.34, -0.59, 0.36, -0.19, 0.26, -1.11, 0.32, -1.00, -0.23, 0.31, 0.35, 0.30, 0.30, 0.32, -0.54, 0.34, 0.16], "homo_lumo_gap_ev": 8.02, "homo_ev": -7.3}

***

Entry Q
{"formula": "C5H12N2O2", "method": "ωB97M-V with the def2-TZVPD basis set", "symbols": ["C", "H", "H", "O", "H", "C", "H", "C", "H", "C", "H", "N", "N", "H", "H", "H", "O", "H", "C", "H", "H"], "xyz": [[0.02300, -0.72838, -1.09576], [-2.31957, 1.63079, 1.30534], [-0.75264, 1.18461, 1.97040], [-0.25880, -1.84079, -1.50964], [-0.17581, -2.15131, 0.91625], [-1.32735, 1.24704, 1.04331], [1.80580, -1.60322, -0.31774], [0.08406, 0.52152, -1.93119], [-0.84102, 0.58769, -2.50031], [0.29955, -1.20226, 1.16075], [-1.94715, -0.83574, 0.97887], [1.21397, -0.81430, -0.03703], [1.94944, 0.37060, 0.26394], [2.91496, 0.23407, -0.00722], [0.23834, 1.42056, -1.34546], [0.91472, 0.41347, -2.63508], [0.57997, -0.75897, 2.25120], [-2.01197, -0.04676, -0.55746], [-1.42618, -0.10288, 0.36046], [-0.85425, 1.99775, 0.40618], [1.89092, 0.47653, 1.28018]], "mulliken_charge": [0.76, 0.39, 0.26, -0.67, 0.53, -0.92, 0.36, -1.19, 0.32, -0.29, 0.41, 0.24, -0.62, 0.23, 0.31, 0.39, -0.59, 0.45, -0.81, 0.20, 0.26], "homo_lumo_gap_ev": 8.51, "homo_ev": -8.0}

***

Entry R
{"formula": "C5H12N2O2", "method": "ωB97M-V with the def2-TZVPD basis set", "symbols": ["H", "H", "N", "H", "H", "O", "O", "H", "N", "H", "H", "C", "H", "C", "H", "H", "C", "H", "C", "C", "H"], "xyz": [[3.06682, 0.08422, 0.66989], [0.84381, -1.52470, -1.76566], [-1.57591, -1.20208, -0.58044], [1.79332, 0.37430, 1.86282], [1.87046, 1.36668, 0.38922], [-0.28395, 1.93995, -0.74499], [-2.45374, 1.60452, -1.03902], [2.52104, -1.04658, -1.43652], [1.10815, -0.53509, 0.10618], [-0.59283, 0.55735, 1.96343], [-3.13166, 0.93020, -0.86821], [-1.22903, 1.22914, -0.59108], [-2.33400, 0.27866, 1.85739], [-1.24868, -0.14490, 0.06387], [-1.24200, -1.10920, 1.96185], [1.31806, 0.20300, -1.84913], [1.46902, -0.74645, -1.33420], [1.12201, -1.44427, 0.56020], [2.01241, 0.36833, 0.79703], [-1.35638, -0.10658, 1.56325], [-1.67692, -1.07651, -1.58588]], "mulliken_charge": [0.32, 0.32, -0.72, 0.32, 0.28, -0.50, -0.49, 0.35, -0.22, 0.32, 0.40, 0.62, 0.33, 0.80, 0.36, 0.32, -0.99, 0.26, -0.93, -1.43, 0.27], "smiles": "[H]/N=C(/C)C(=O)O.CNC", "homo_lumo_gap_ev": 9.62, "homo_ev": -8.9}

***

Entry S
{"formula": "C5H12N2O2", "method": "ωB97M-V with the def2-TZVPD basis set", "symbols": ["C", "C", "C", "N", "H", "C", "H", "H", "H", "H", "H", "H", "H", "H", "O", "H", "O", "H", "H", "C", "N"], "xyz": [[2.27830, 0.81101, 0.46090], [1.69840, -1.52395, -0.27847], [1.31435, -0.07088, -0.28756], [-2.03674, 0.75588, 0.03531], [0.01982, -0.16974, -1.95514], [0.49366, 0.45210, -1.21152], [3.29979, 0.67145, 0.10277], [-2.45098, -1.42610, 1.08480], [-1.94831, 1.55232, -0.58446], [2.30687, 0.54422, 1.51810], [-1.59706, 1.43263, 1.93739], [2.07142, 1.86842, 0.31460], [2.73777, -1.65680, -0.58313], [1.63842, -1.90752, 0.74121], [-3.11453, -1.22622, 0.40658], [-0.54427, 0.40142, 1.32139], [-3.38696, -0.18917, -1.52946], [1.09092, -2.10254, -0.97106], [0.40190, 1.51898, -1.34414], [-2.72784, -0.33852, -0.52896], [-1.54495, 0.60301, 1.35086]], "mulliken_charge": [-1.37, -1.35, 1.01, 0.06, 0.29, -0.98, 0.40, 0.36, 0.22, 0.34, 0.26, 0.33, 0.34, 0.32, -0.47, 0.20, -0.58, 0.35, 0.29, 0.62, -0.64], "smiles": "NNC(=O)O.C=C(C)C", "homo_lumo_gap_ev": 9.85, "homo_ev": -9.3}

***

Q: Which of them is the most stable? A: entry R.